Formula: C10H13N2
Source: the OMol25 dataset
Level of theory: the ωB97M-V functional and the def2-TZVPD basis

Last column: Mulliken charge in e.
Geometry (Å):
N 0.968 1.399 2.480  -0.58
C -2.218 -0.193 -1.103  -0.03
C 2.292 1.120 2.530  -0.35
C 0.234 0.960 1.442  -0.19
C 2.887 0.295 1.574  -0.33
C 2.118 -0.260 0.566  -0.51
C 0.796 0.122 0.471  0.16
N -1.301 -0.875 -0.477  0.20
C -1.592 -2.064 0.342  -0.83
C -1.662 0.899 -1.989  -0.67
C -0.152 0.764 -1.791  -0.72
C 0.054 -0.364 -0.773  0.02
H -3.281 -0.348 -0.983  0.45
H 2.892 1.526 3.338  0.37
H -0.798 1.265 1.367  0.36
H 3.953 0.061 1.589  0.39
H 2.574 -0.945 -0.163  0.33
H -1.385 -2.965 -0.259  0.31
H -1.007 -2.055 1.263  0.34
H -2.643 -1.993 0.657  0.33
H -1.924 0.838 -3.033  0.33
H -2.075 1.844 -1.609  0.33
H 0.325 0.416 -2.713  0.36
H 0.281 1.717 -1.475  0.37
H 0.662 -1.163 -1.252  0.55

Calculated total energy in eV: -13554.1771
ΔE to the lowest compared entry with this formula, charge and spin in kJ/mol: 111.7
Gap between HOMO and LUMO in eV: 8.61
SMILES: C[N+]1=CCC[C@H]1c1cccnc1
LUMO energy in hartree: -0.16083
Net charge: +1
Highest occupied orbital energy in eV: -12.991